No. 1
# H38O19

19 unconnected molecules or ions with the total composition H38O19 (ωB97M-V/def2-TZVPD, OMol25).

The geometry in XYZ format:
```
57
H38O19 (ωB97M-V/def2-TZVPD)
O -1.741 3.552 -2.649
H -1.476 2.517 -2.767
H -1.771 3.718 -1.742
O 2.973 3.543 -2.487
H 3.517 3.773 -1.801
H 2.200 4.145 -2.347
O 0.108 0.273 3.114
H 0.431 1.133 2.849
H 0.685 -0.011 3.846
O 2.559 -1.603 -3.127
H 2.284 -2.275 -2.455
H 1.728 -1.060 -3.390
O -3.293 -1.686 -0.595
H -2.348 -1.320 -0.393
H -3.589 -1.419 0.213
O 4.189 1.346 1.366
H 3.838 1.975 0.717
H 4.472 0.683 0.700
O -4.208 0.992 -0.197
H -4.246 0.919 -1.134
H -5.055 0.546 0.114
O 0.278 1.207 -3.992
H -0.014 1.700 -4.817
H 1.017 1.633 -3.612
O -0.387 -0.824 0.159
H 0.259 -0.691 1.006
H 0.084 -1.106 -0.704
O 1.427 -3.056 -0.954
H 0.547 -2.743 -1.087
H 1.220 -4.023 -0.656
O -1.531 -3.588 -1.746
H -2.157 -3.052 -1.247
H -1.760 -3.473 -2.745
O 4.044 -0.622 -1.032
H 3.371 -0.768 -1.735
H 4.158 -1.468 -0.652
O -1.113 2.646 3.813
H -1.167 2.186 4.724
H -1.881 3.142 3.685
O -0.996 -4.259 1.807
H -2.028 -3.964 2.031
H -0.851 -4.766 0.943
O 1.129 -1.977 1.668
H 0.905 -2.682 2.388
H 1.028 -2.490 0.710
O -1.275 4.436 1.550
H -0.808 4.251 2.354
H -1.500 3.583 1.035
O 1.808 1.535 0.734
H 2.122 1.431 -0.089
H 2.465 1.208 1.335
O -1.684 0.168 -1.758
H -0.907 0.730 -1.905
H -1.364 0.014 -0.753
O -2.082 -1.649 4.021
H -1.622 -1.166 4.548
H -1.986 -1.244 3.140
```

<S²>: 0.75
Energy relative to the best compared isomer or geometry (same formula, charge and spin): 66.3 kcal/mol
Spin multiplicity: 2
Total charge: -1

=====

No. 2
# C41H42BeP2

A molecular structure, C41H42BeP2 (ωB97M-V/def2-TZVPD, OMol25).

The geometry in XYZ format:
```
86
C41H42BeP2 (ωB97M-V/def2-TZVPD)
Be -0.681 0.613 1.451
C -1.982 0.894 -3.140
C -1.916 -0.422 -2.882
C -1.180 -1.397 -3.746
C 0.236 -0.959 -4.188
C 0.990 -0.136 -3.185
C 0.843 1.185 -2.986
C 0.135 2.046 -3.973
C -1.302 1.561 -4.296
C 1.442 0.157 2.063
H -2.669 1.536 -2.585
H -2.638 -0.882 -2.194
H -1.779 -1.604 -4.652
H -1.104 -2.357 -3.221
H 0.817 -1.878 -4.366
H 0.183 -0.453 -5.163
H 1.829 -0.658 -2.723
H 1.413 1.701 -2.223
H 0.695 2.106 -4.925
H 0.081 3.068 -3.586
H -1.889 2.447 -4.588
H -1.292 0.910 -5.184
H 0.812 1.094 1.896
H 2.019 0.343 2.977
H 0.908 -0.781 2.223
P -1.230 -0.861 0.092
P 2.597 -0.073 0.684
C 0.280 -1.311 -0.676
C 1.628 -1.097 -0.420
C -2.291 -2.273 0.409
C -2.374 -3.275 -0.574
C -3.148 -4.410 -0.335
C -3.820 -4.550 0.882
C -3.773 -3.539 1.854
C -3.033 -2.383 1.609
C -2.352 0.620 -0.135
C -1.828 1.948 -0.093
C -2.715 3.027 -0.249
C -4.098 2.822 -0.311
C -4.614 1.521 -0.229
C -3.754 0.430 -0.147
C 4.096 -1.003 1.062
C 3.951 -2.366 1.401
C 5.075 -3.192 1.483
C 6.354 -2.669 1.236
C 6.501 -1.313 0.939
C 5.385 -0.476 0.862
C 3.028 1.613 0.214
C 2.835 2.680 1.104
C 3.014 3.996 0.681
C 3.469 4.253 -0.616
C 3.769 3.191 -1.477
C 3.547 1.876 -1.065
H 0.076 -2.027 -1.492
H 2.304 -1.737 -1.006
H -1.839 -3.153 -1.513
H -3.221 -5.180 -1.101
H -4.388 -5.459 1.085
H -4.320 -3.644 2.795
H -3.008 -1.567 2.338
H -0.743 2.140 -0.005
H -2.312 4.043 -0.315
H -4.773 3.672 -0.399
H -5.693 1.350 -0.240
H -4.154 -0.585 -0.059
H 2.959 -2.778 1.583
H 4.958 -4.254 1.716
H 7.229 -3.319 1.283
H 7.493 -0.901 0.743
H 5.499 0.581 0.642
H 2.536 2.475 2.137
H 2.803 4.818 1.366
H 3.600 5.285 -0.955
H 4.167 3.382 -2.473
H 3.757 1.053 -1.755
C -2.673 0.438 5.664
C -1.758 -0.570 5.358
C -1.120 -0.604 4.099
C -1.366 0.379 3.133
C -2.260 1.385 3.457
C -2.926 1.415 4.698
H -3.185 0.461 6.630
H -1.531 -1.351 6.090
H -0.450 -1.439 3.892
H -2.485 2.167 2.728
H -3.646 2.206 4.890
```

Energy relative to the best compared isomer or geometry (same formula, charge and spin): 12.8 kcal/mol
Total charge: 0

=====

No. 3
# C3H10N2S

2 unconnected molecules or ions with the total composition C3H10N2S (ωB97M-V/def2-TZVPD, OMol25).

The geometry in XYZ format:
```
16
C3H10N2S (ωB97M-V/def2-TZVPD)
C -1.033 -0.298 2.345
S -2.580 -0.973 1.856
C -2.983 -1.642 3.551
H -0.884 0.038 3.404
H -0.332 -1.187 2.179
H -0.810 0.469 1.648
H -3.978 -1.864 3.771
H -2.722 -0.807 4.294
H -2.593 -2.649 3.885
N 1.878 2.097 -3.537
C 2.614 0.898 -3.667
N 3.882 0.764 -3.591
H 1.024 2.045 -3.989
H 2.382 2.934 -3.767
H 2.027 0.019 -3.987
H 4.107 0.158 -4.394
```

Energy relative to the best compared isomer or geometry (same formula, charge and spin): 43.9 kcal/mol
SMILES string: [H]/N=C/N.CSC
Total charge: 0

=====

No. 4
# C6H9N

A single C6H9N molecule (ωB97M-V/def2-TZVPD, OMol25).

The geometry in XYZ format:
```
16
C6H9N (ωB97M-V/def2-TZVPD)
C -1.412 1.959 -0.132
C -0.444 0.893 0.290
C -0.572 -0.143 1.162
C 0.050 -2.020 -0.146
C 0.662 -0.983 0.834
C 1.558 -0.148 -0.015
N 0.847 0.864 -0.399
H -2.327 1.772 0.434
H -1.662 1.900 -1.204
H -1.059 2.975 0.086
H 0.796 -2.527 -0.762
H -0.642 -1.488 -0.804
H -0.536 -2.727 0.440
H 1.167 -1.513 1.645
H 2.574 -0.335 -0.357
H 1.129 1.488 -1.152
```

Energy relative to the best compared isomer or geometry (same formula, charge and spin): 86.0 kcal/mol
Total charge: 0

=====

No. 5
# C3H5N3S

A single C3H5N3S molecule (ωB97M-V/def2-TZVPD, OMol25).

The geometry in XYZ format:
```
12
C3H5N3S (ωB97M-V/def2-TZVPD)
C 0.274 0.184 0.091
C -0.885 0.983 -0.134
C -1.911 0.051 -0.157
H 3.312 -0.721 0.961
H 1.791 1.553 0.058
H -1.112 2.019 -0.228
H -2.960 0.055 -0.383
H -1.713 -2.052 -0.234
N 1.620 0.602 0.199
N -1.314 -1.159 -0.052
N 0.021 -1.107 0.144
S 2.877 -0.407 -0.266
```

Energy relative to the best compared isomer or geometry (same formula, charge and spin): 33.5 kcal/mol
SMILES string: SNc1cc[nH]n1
Total charge: 0

=====

No. 6
# C12H11N3O

A single C12H11N3O molecule (ωB97M-V/def2-TZVPD, OMol25).

The geometry in XYZ format:
```
27
C12H11N3O (ωB97M-V/def2-TZVPD)
N -1.226 -1.727 -3.704
N 0.853 -0.674 -3.377
O -2.659 -2.104 -2.056
C -0.047 -1.256 -4.183
C -1.476 -1.624 -2.446
C 0.602 -0.620 -2.074
C 0.283 2.140 3.643
C 0.739 2.701 2.457
C -0.039 0.747 3.736
C 0.832 1.928 1.328
C 0.114 -0.020 2.597
C 0.513 0.567 1.373
C -0.553 -1.126 -1.596
N 0.584 -0.309 0.260
C 1.441 -0.093 -0.938
C -0.686 -0.979 -0.098
H -3.033 -2.442 -2.884
H 0.185 -1.382 -5.240
H 0.087 2.790 4.509
H 0.963 3.766 2.391
H -0.337 0.331 4.715
H 1.221 2.431 0.434
H -0.133 -1.092 2.684
H 2.398 -0.654 -0.878
H 1.682 0.989 -1.114
H -1.510 -0.325 0.109
H -0.797 -1.959 0.354
```

Energy relative to the best compared isomer or geometry (same formula, charge and spin): 0.0 kcal/mol
SMILES string: Oc1ncnc2c1CN(c1ccccc1)C2
Total charge: 0